Entry 1:
A structure of composition C31H38N10O2SW in a non-equilibrium geometry, computed with the ωB97M-V functional and the def2-TZVPD basis.

Atoms and positions in Å:
W (0.243, -0.497, -0.430)
C (-2.336, 0.432, 2.844)
C (-1.152, 0.575, 1.874)
N (-1.082, -0.567, 0.965)
C (-2.111, -1.630, 1.056)
C (-2.223, -2.233, -0.322)
N (-0.853, -2.435, -0.863)
C (-0.211, -3.663, -0.309)
C (0.725, -3.291, 0.810)
N (1.558, -2.164, 0.320)
C (2.678, -2.639, -0.572)
C (2.752, -1.785, -1.842)
N (2.259, -0.491, -1.390)
C (3.023, 0.522, -1.235)
C (4.338, 0.735, -1.905)
C (2.600, 1.407, -0.098)
C (3.290, 2.547, 0.268)
C (3.015, 3.123, 1.498)
C (2.055, 2.541, 2.317)
C (1.351, 1.438, 1.862)
N (1.618, 0.879, 0.671)
H (-2.323, -0.564, 3.282)
H (-3.278, 0.567, 2.316)
H (-2.356, 1.138, 3.666)
H (-3.081, -1.225, 1.321)
H (-1.864, -2.383, 1.812)
H (-2.735, -1.533, -0.983)
H (-2.777, -3.173, -0.309)
H (-0.938, -2.604, -1.861)
H (0.342, -4.143, -1.119)
H (-0.967, -4.374, 0.026)
H (1.351, -4.137, 1.100)
H (0.187, -2.946, 1.690)
H (1.976, -1.740, 1.147)
H (2.524, -3.688, -0.813)
H (3.616, -2.569, -0.021)
H (2.106, -2.184, -2.617)
H (3.772, -1.765, -2.223)
H (4.363, 0.258, -2.882)
H (5.150, 0.323, -1.296)
H (4.550, 1.794, -2.044)
H (4.054, 2.966, -0.371)
H (3.558, 4.000, 1.828)
H (1.874, 2.964, 3.295)
O (-3.291, 4.735, 2.622)
N (-2.272, 4.628, 3.256)
O (-1.879, 5.284, 4.182)
C (-1.431, 3.431, 2.866)
C (-0.787, 2.848, 3.904)
C (-0.057, 1.627, 3.915)
C (0.381, 1.204, 5.192)
C (0.933, -0.025, 5.328)
C (1.094, -0.905, 4.168)
N (0.774, -0.557, 2.988)
C (0.227, 0.753, 2.719)
C (-1.144, 1.834, 0.990)
N (-0.738, 1.621, -0.265)
C (-0.666, 2.661, -1.113)
C (-1.038, 3.949, -0.770)
C (-1.392, 4.194, 0.538)
C (-1.384, 3.126, 1.450)
H (-0.909, 3.342, 4.863)
H (0.227, 1.841, 6.054)
H (1.251, -0.383, 6.303)
H (1.510, -1.897, 4.320)
H (-0.287, 2.452, -2.104)
H (-1.005, 4.741, -1.505)
H (-1.632, 5.200, 0.857)
C (-3.129, -0.033, -4.758)
N (-2.131, -1.091, -4.636)
C (-2.203, -2.272, -5.522)
C (-0.937, -3.055, -5.154)
N (-0.495, -2.374, -3.906)
C (-1.151, -1.195, -3.780)
S (-0.784, 0.059, -2.621)
H (-4.112, -0.492, -4.854)
H (-2.924, 0.557, -5.651)
H (-3.105, 0.606, -3.881)
H (-2.229, -1.954, -6.563)
H (-3.121, -2.818, -5.301)
H (-0.163, -2.967, -5.915)
H (-1.134, -4.106, -4.967)
H (0.492, -2.358, -3.713)

For the molar mass, the calculation gives 798.62 Da. The value obtained for the max |F| is 1.1 eV Å⁻¹. The total charge is +4. Its HOMO energy (alpha / beta) is -18.64 / -18.64 eV. As for the energy above the lowest of the compared OMol25 structures with the same formula, charge and spin: 1.7442 eV. The calculation puts the electronic energy at -64380.1443 eV. The calculation puts the HOMO-LUMO gap (alpha / beta) at 4.7 / 4.7 eV.

Löwdin atomic charges, in units of e: atom 1 (W): 1.4725, atom 2 (C): 0.0319, atom 3 (C): -0.3192, atom 4 (N): -0.1842, atom 5 (C): -0.1757, atom 6 (C): -0.1599, atom 7 (N): -0.1716, atom 8 (C): -0.1295, atom 9 (C): -0.1621, atom 10 (N): -0.1498, atom 11 (C): -0.1003, atom 12 (C): -0.1336, atom 13 (N): -0.0990, atom 14 (C): -0.2163, atom 15 (C): 0.0334, atom 16 (C): -0.1593, atom 17 (C): 0.0593, atom 18 (C): 0.0567, atom 19 (C): 0.0575, atom 20 (C): -0.1433, atom 21 (N): 0.0353, atom 22 (H): 0.1098, atom 23 (H): 0.1200, atom 24 (H): 0.0914, atom 25 (H): 0.1222, atom 26 (H): 0.1272, atom 27 (H): 0.1181, atom 28 (H): 0.1450, atom 29 (H): 0.0600, atom 30 (H): 0.1326, atom 31 (H): 0.1468, atom 32 (H): 0.1486, atom 33 (H): 0.1016, atom 34 (H): 0.1047, atom 35 (H): 0.1318, atom 36 (H): 0.1441, atom 37 (H): 0.0992, atom 38 (H): 0.1329, atom 39 (H): 0.1070, atom 40 (H): 0.1315, atom 41 (H): 0.1003, atom 42 (H): 0.1367, atom 43 (H): 0.1496, atom 44 (H): 0.1368, atom 45 (O): 0.1689, atom 46 (N): -0.3370, atom 47 (O): 0.1767, atom 48 (C): 0.0172, atom 49 (C): 0.0531, atom 50 (C): -0.0722, atom 51 (C): 0.0565, atom 52 (C): 0.1274, atom 53 (C): -0.0333, atom 54 (N): 0.1469, atom 55 (C): -0.2453, atom 56 (C): -0.1270, atom 57 (N): -0.0389, atom 58 (C): -0.1054, atom 59 (C): 0.0372, atom 60 (C): 0.0834, atom 61 (C): -0.0628, atom 62 (H): 0.1545, atom 63 (H): 0.1564, atom 64 (H): 0.1531, atom 65 (H): 0.1428, atom 66 (H): 0.0747, atom 67 (H): 0.1437, atom 68 (H): 0.1498, atom 69 (C): 0.0128, atom 70 (N): -0.1117, atom 71 (C): -0.0461, atom 72 (C): -0.0628, atom 73 (N): 0.0276, atom 74 (C): -0.6486, atom 75 (S): 0.7848, atom 76 (H): 0.1163, atom 77 (H): 0.1206, atom 78 (H): 0.0688, atom 79 (H): 0.1492, atom 80 (H): 0.1460, atom 81 (H): 0.1392, atom 82 (H): 0.1335, atom 83 (H): 0.1095


Entry 2:
An isolated molecule of C31H38N4O6, computed with the ωB97M-V functional and the def2-TZVPD basis.

Atoms and positions in Å:
C (-1.932, -0.057, 3.242)
C (-2.788, -0.913, 2.308)
C (-4.026, -0.142, 1.858)
C (-1.995, -1.504, 1.134)
C (-1.443, -0.535, 0.066)
N (-0.601, 0.498, 0.602)
C (0.691, 0.305, 0.894)
O (1.249, -0.783, 0.773)
C (1.353, 1.524, 1.379)
N (0.606, 2.622, 1.701)
C (1.452, 3.549, 2.051)
N (2.726, 3.116, 1.970)
C (2.697, 1.817, 1.551)
C (3.982, 1.156, 1.239)
O (5.004, 1.827, 1.192)
N (3.921, -0.172, 1.035)
C (4.985, -0.830, 0.306)
C (4.977, -2.341, 0.564)
C (3.792, -3.089, -0.069)
C (3.383, -4.265, 0.817)
C (4.149, -3.594, -1.466)
C (4.850, -0.471, -1.179)
O (5.760, -0.373, -1.957)
O (3.572, -0.239, -1.463)
C (3.218, 0.407, -2.689)
C (2.428, 1.625, -2.294)
C (3.093, 2.753, -1.828)
C (2.377, 3.840, -1.360)
C (0.993, 3.806, -1.343)
C (0.324, 2.683, -1.798)
C (1.041, 1.596, -2.268)
C (-2.522, 0.111, -0.789)
O (-2.636, 1.302, -0.937)
O (-3.267, -0.804, -1.395)
C (-4.335, -0.336, -2.236)
C (-5.585, -0.118, -1.427)
C (-6.406, -1.194, -1.112)
C (-7.527, -1.008, -0.323)
C (-7.832, 0.253, 0.162)
C (-7.015, 1.327, -0.145)
C (-5.894, 1.143, -0.936)
H (-2.464, 0.109, 4.177)
H (-1.709, 0.912, 2.806)
H (-0.993, -0.557, 3.469)
H (-3.131, -1.782, 2.884)
H (-3.752, 0.770, 1.335)
H (-4.624, 0.138, 2.722)
H (-4.645, -0.749, 1.202)
H (-2.627, -2.224, 0.610)
H (-1.134, -2.040, 1.539)
H (-0.828, -1.152, -0.607)
H (-0.973, 1.436, 0.676)
H (1.177, 4.534, 2.369)
H (3.589, 3.612, 2.136)
H (2.989, -0.593, 0.967)
H (5.939, -0.404, 0.642)
H (4.956, -2.472, 1.647)
H (5.913, -2.759, 0.192)
H (2.937, -2.412, -0.146)
H (2.572, -4.823, 0.356)
H (4.223, -4.942, 0.966)
H (3.044, -3.912, 1.788)
H (4.504, -2.786, -2.099)
H (3.280, -4.044, -1.941)
H (4.934, -4.346, -1.407)
H (4.134, 0.662, -3.234)
H (2.618, -0.293, -3.276)
H (4.174, 2.773, -1.824)
H (2.904, 4.714, -1.003)
H (0.434, 4.651, -0.969)
H (-0.754, 2.647, -1.772)
H (0.519, 0.716, -2.616)
H (-4.474, -1.124, -2.979)
H (-4.019, 0.593, -2.721)
H (-6.163, -2.178, -1.487)
H (-8.161, -1.849, -0.084)
H (-8.707, 0.396, 0.779)
H (-7.249, 2.310, 0.234)
H (-5.249, 1.978, -1.167)

For the molar mass, the calculation gives 562.67 Da. The value obtained for the max |F| is 1.0 eV Å⁻¹. Its HOMO energy is -8.94 eV. As for the energy above the lowest of the compared OMol25 structures with the same formula, charge and spin: 1.9648 eV. The calculation puts the electronic energy at -51012.5794 eV. The calculation puts the HOMO-LUMO gap at 9.5 eV.

Löwdin atomic charges, in units of e: atom 1 (C): -0.0700, atom 2 (C): -0.3998, atom 3 (C): -0.0577, atom 4 (C): -0.0991, atom 5 (C): -0.1874, atom 6 (N): 0.1249, atom 7 (C): -0.4066, atom 8 (O): 0.0490, atom 9 (C): -0.1319, atom 10 (N): 0.1285, atom 11 (C): -0.1645, atom 12 (N): 0.1444, atom 13 (C): -0.0808, atom 14 (C): -0.4257, atom 15 (O): 0.0677, atom 16 (N): 0.1332, atom 17 (C): -0.1894, atom 18 (C): -0.1014, atom 19 (C): -0.4209, atom 20 (C): -0.0749, atom 21 (C): -0.0604, atom 22 (C): -0.4604, atom 23 (O): 0.1274, atom 24 (O): 0.0079, atom 25 (C): -0.0875, atom 26 (C): -0.1923, atom 27 (C): -0.0295, atom 28 (C): -0.0835, atom 29 (C): -0.0912, atom 30 (C): -0.0802, atom 31 (C): -0.0344, atom 32 (C): -0.4571, atom 33 (O): 0.1032, atom 34 (O): 0.0301, atom 35 (C): -0.0942, atom 36 (C): -0.2130, atom 37 (C): -0.0432, atom 38 (C): -0.0814, atom 39 (C): -0.0853, atom 40 (C): -0.0741, atom 41 (C): -0.0399, atom 42 (H): 0.0781, atom 43 (H): 0.0640, atom 44 (H): 0.0801, atom 45 (H): 0.1340, atom 46 (H): 0.0762, atom 47 (H): 0.0860, atom 48 (H): 0.0742, atom 49 (H): 0.1206, atom 50 (H): 0.1183, atom 51 (H): 0.1657, atom 52 (H): 0.1258, atom 53 (H): 0.1242, atom 54 (H): 0.1650, atom 55 (H): 0.0940, atom 56 (H): 0.1605, atom 57 (H): 0.1211, atom 58 (H): 0.1284, atom 59 (H): 0.1108, atom 60 (H): 0.0755, atom 61 (H): 0.0806, atom 62 (H): 0.0766, atom 63 (H): 0.0669, atom 64 (H): 0.0803, atom 65 (H): 0.0843, atom 66 (H): 0.1312, atom 67 (H): 0.1347, atom 68 (H): 0.1244, atom 69 (H): 0.1053, atom 70 (H): 0.1049, atom 71 (H): 0.0899, atom 72 (H): 0.1151, atom 73 (H): 0.1342, atom 74 (H): 0.1303, atom 75 (H): 0.1162, atom 76 (H): 0.1029, atom 77 (H): 0.1022, atom 78 (H): 0.1046, atom 79 (H): 0.1143